No. 1
A 9-piece molecular cluster, C29H53FN2O37S11 overall at a distorted geometry, computed with ωB97M-V with the def2-TZVPD basis set.

Each line ends with the Mulliken charge.
Element x y z (Å)
C 2.155 1.397 0.283  -1.03
C 1.817 -0.140 0.112  -0.31
N 0.798 -0.642 1.106  0.44
C 1.350 -0.626 2.484  -0.24
C 0.403 -1.230 3.597  -1.21
C 0.546 -2.022 0.640  0.15
S 1.448 -3.329 1.145  -0.14
S -0.767 -2.382 -0.586  -0.14
C -2.384 -1.679 -0.040  -0.64
C -2.275 -0.355 0.830  0.29
C -3.770 -0.036 1.341  -1.07
C -3.846 1.272 2.208  1.27
C -5.302 1.669 2.738  0.12
C -6.480 1.310 1.749  -1.18
F -5.540 0.991 3.971  -0.42
O -3.072 1.251 3.453  -0.42
S -2.212 2.656 3.723  1.00
O -0.813 2.270 3.567  -0.46
O -2.523 3.398 4.928  -0.60
O -2.849 3.586 2.495  -0.48
C -3.283 2.604 1.516  -0.33
O -4.216 3.292 0.626  -0.37
C -3.589 3.535 -0.571  0.58
N -2.918 3.593 -1.494  -0.43
H 2.678 1.734 -0.671  0.25
H 1.240 2.027 0.464  0.20
H 2.914 1.505 1.126  0.16
H 1.361 -0.269 -0.920  0.50
H 2.725 -0.822 0.135  0.01
H 2.400 -1.069 2.529  0.01
H 1.495 0.474 2.752  0.44
H 0.804 -0.861 4.598  0.40
H -0.667 -0.887 3.548  0.12
H 0.516 -2.359 3.638  0.32
H -3.061 -2.456 0.445  0.34
H -2.934 -1.379 -0.995  0.33
H -1.684 -0.579 1.759  -0.39
H -1.838 0.518 0.267  0.28
H -4.065 -0.897 2.027  0.57
H -4.502 -0.009 0.482  0.39
H -5.356 2.780 2.940  0.39
H -6.206 1.622 0.693  0.27
H -7.443 1.827 2.018  0.30
H -6.680 0.198 1.828  0.29
H -2.350 2.487 0.885  0.49
C -11.653 1.835 2.851  -0.31
C -12.160 2.375 1.525  -0.36
O -11.365 1.725 0.533  -0.34
S -10.976 0.241 1.056  1.24
O -11.884 -0.690 0.489  -0.53
O -9.563 0.091 0.964  -0.48
O -11.372 0.455 2.613  -0.34
H -10.722 2.326 3.147  0.25
H -12.387 1.941 3.649  0.31
H -12.058 3.457 1.451  0.32
H -13.204 2.097 1.358  0.29
C 3.900 -0.524 -5.215  -0.36
C 3.323 0.746 -4.615  -0.55
O 2.779 0.344 -3.358  -0.32
S 3.670 -0.869 -2.760  0.95
O 4.603 -0.319 -1.829  -0.56
O 2.801 -1.946 -2.436  -0.56
O 4.472 -1.239 -4.113  0.00
H 3.115 -1.147 -5.653  0.32
H 4.658 -0.316 -5.967  0.37
H 2.552 1.191 -5.243  0.32
H 4.107 1.484 -4.424  0.30
C 6.988 -0.493 1.616  -0.46
C 5.606 -0.668 1.021  -0.12
O 4.844 -1.317 2.044  -0.31
S 5.378 -0.832 3.489  1.15
O 4.527 0.217 3.954  -0.47
O 5.679 -1.983 4.269  -0.66
O 6.765 -0.168 2.994  -0.25
H 7.556 -1.422 1.574  0.36
H 7.551 0.297 1.124  0.36
H 5.618 -1.265 0.112  0.32
H 5.139 0.299 0.813  0.11
C 6.182 2.330 5.967  -0.03
C 5.433 3.308 5.082  -0.20
O 6.064 4.570 5.315  -0.36
S 7.632 4.328 5.631  1.08
O 8.369 4.534 4.430  -0.53
O 7.951 4.986 6.851  -0.54
O 7.551 2.737 5.906  -0.32
H 5.851 2.405 7.006  0.31
H 6.073 1.302 5.626  0.00
H 4.372 3.357 5.321  0.33
H 5.556 3.058 4.025  0.25
C -3.790 5.579 -4.274  -0.22
C -2.708 6.524 -3.786  -0.31
O -2.168 7.109 -4.973  -0.32
S -3.341 7.237 -6.081  1.09
O -3.858 8.562 -6.036  -0.53
O -2.890 6.628 -7.284  -0.53
O -4.411 6.253 -5.371  -0.33
H -3.361 4.645 -4.646  0.30
H -4.523 5.357 -3.499  0.23
H -1.931 6.010 -3.223  0.29
H -3.129 7.326 -3.175  0.31
C 7.374 -5.133 -4.841  -0.29
C 6.405 -5.641 -5.895  -0.42
O 5.229 -4.849 -5.725  -0.34
S 5.655 -3.369 -5.220  1.12
O 5.695 -2.505 -6.353  -0.62
O 4.915 -3.060 -4.050  -0.31
O 7.176 -3.719 -4.799  -0.28
H 7.135 -5.540 -3.855  0.26
H 8.410 -5.365 -5.087  0.33
H 6.177 -6.699 -5.776  0.32
H 6.790 -5.463 -6.903  0.30
C -9.674 -5.308 -0.851  -0.34
C -10.769 -4.940 -1.837  -0.34
O -11.753 -4.258 -1.059  -0.33
S -11.018 -3.452 0.139  1.15
O -10.855 -2.098 -0.263  -0.46
O -11.632 -3.818 1.369  -0.58
O -9.578 -4.195 0.037  -0.32
H -9.950 -6.189 -0.265  0.29
H -8.718 -5.486 -1.343  0.31
H -11.201 -5.813 -2.323  0.31
H -10.399 -4.247 -2.598  0.27
C 9.707 -4.465 -0.786  -0.30
C 10.813 -3.706 -0.075  -0.39
O 10.856 -2.431 -0.717  -0.31
S 9.366 -2.030 -1.202  1.02
O 8.792 -1.170 -0.220  -0.44
O 9.416 -1.698 -2.581  -0.55
O 8.692 -3.493 -1.044  -0.26
H 10.052 -4.860 -1.745  0.26
H 9.310 -5.279 -0.180  0.33
H 11.776 -4.208 -0.150  0.32
H 10.568 -3.546 0.979  0.30

As for the HOMO energy: -0.304 Ha. The largest force on an atom comes out at 7.0 eV/Å. For the total energy, the calculation gives -231559.208 eV. For the HOMO-LUMO gap, the calculation gives 8.0 eV.

No. 2
C29H53FNO11S5 as an isolated structure at a distorted geometry, computed with ωB97M-V with the def2-TZVPD basis set.

Each line ends with the Mulliken charge.
Element x y z (Å)
C 1.529 12.523 11.611  -1.09
C 1.995 13.935 11.325  0.47
O 2.358 14.174 10.148  -0.35
N 1.863 14.837 12.491  0.67
H 1.276 14.419 13.257  0.39
H 2.786 15.090 12.848  -0.52
C 1.513 16.178 12.092  -0.93
H 2.573 12.227 11.944  0.31
H 1.279 12.158 10.683  0.45
H 0.695 12.761 12.293  0.42
H 1.169 16.848 12.842  0.48
H 0.728 16.073 11.362  0.49
H 2.365 16.783 11.684  0.20
F 4.279 8.412 14.278  -0.33
C 3.104 8.684 13.716  0.46
C 2.202 9.597 14.356  -0.34
C 0.993 9.912 13.772  -0.71
C 0.660 9.401 12.480  -0.85
C 1.598 8.592 11.817  -0.60
C 2.799 8.162 12.504  -0.60
H 2.568 10.035 15.341  0.41
H 0.332 10.493 14.158  1.06
H -0.013 9.927 11.923  0.53
H 1.458 8.259 10.877  0.59
H 3.376 7.434 11.946  0.42
C 0.353 17.245 5.735  -0.57
C 0.521 18.594 6.359  -0.71
C 1.331 18.411 7.525  -0.99
S 2.320 16.938 7.311  1.28
O 1.792 15.969 8.224  -0.56
O 3.663 17.421 7.242  -0.72
C 1.756 16.670 5.617  -0.95
H -0.059 17.326 4.773  0.47
H -0.628 16.964 6.272  0.20
H -0.342 19.215 6.591  0.46
H 0.992 19.377 5.761  0.26
H 0.755 18.364 8.277  0.54
H 1.973 19.305 7.921  0.37
H 1.800 15.724 5.601  0.59
H 2.406 17.124 4.845  0.34
C 4.799 18.794 16.878  -0.70
C 4.325 19.602 15.736  -0.70
C 4.480 18.946 14.476  -0.64
S 3.980 17.309 14.867  1.52
O 4.682 16.449 14.000  -0.49
O 2.592 17.093 15.139  -0.91
C 4.730 17.352 16.463  -0.75
H 4.207 19.079 17.764  0.23
H 5.862 19.013 17.036  0.31
H 4.700 20.586 15.472  0.41
H 3.282 19.677 15.935  0.27
H 5.613 18.825 14.015  0.28
H 4.063 19.553 13.648  0.48
H 5.738 17.052 16.278  0.06
H 4.189 16.828 17.092  0.71
C 6.615 11.533 15.593  -1.07
C 7.365 12.869 15.537  -1.07
C 6.518 13.907 14.974  0.50
S 4.835 13.424 15.292  1.24
O 4.251 13.403 14.011  -0.39
O 4.316 14.184 16.376  -0.76
C 5.138 11.850 15.803  0.17
H 6.927 10.689 16.154  0.49
H 6.699 11.243 14.638  0.46
H 8.204 12.768 14.970  0.52
H 7.567 13.309 16.504  0.29
H 6.744 13.995 13.845  -0.38
H 6.748 15.085 15.303  0.00
H 4.545 11.077 15.178  -0.66
H 4.912 11.738 16.837  0.55
C 6.083 13.153 9.793  -0.73
C 5.434 13.937 8.614  -0.23
C 6.054 15.162 8.746  -0.81
S 5.920 15.666 10.403  1.03
O 4.561 16.181 10.736  -0.37
O 7.075 16.498 10.824  -0.82
C 6.240 13.982 10.970  0.15
H 7.159 12.999 9.439  0.30
H 5.577 12.161 10.217  0.22
H 4.369 14.043 8.685  0.00
H 5.729 13.612 7.635  0.42
H 5.520 15.852 8.101  0.20
H 7.045 15.311 8.391  0.40
H 5.441 13.890 11.829  -0.60
H 7.110 13.865 11.413  0.81
C -3.211 14.047 17.302  -0.73
C -2.013 14.194 18.036  -0.31
C -0.977 14.246 17.152  -0.55
S -1.335 13.092 15.974  1.24
O -0.804 11.819 16.525  -0.71
O -0.945 13.480 14.612  -0.71
C -3.053 13.011 16.109  -0.69
H -3.609 15.086 16.843  0.25
H -4.094 13.811 17.901  0.39
H -2.016 13.191 18.479  0.25
H -1.857 15.081 18.654  0.30
H 0.075 13.859 17.392  0.27
H -0.803 15.288 16.757  0.31
H -3.246 12.031 16.489  0.36
H -3.728 13.156 15.076  0.31

As for the HOMO energy: -0.408 Ha. The largest force on an atom comes out at 8.5 eV/Å. For the total energy, the calculation gives -111819.970 eV. Its charge is +1. For the HOMO-LUMO gap, the calculation gives 9.1 eV.

No. 3
C29H53GaIN2O10P2S as an isolated structure at a distorted geometry, computed with ωB97M-V with the def2-TZVPD basis set.

Each line ends with the Mulliken charge.
Element x y z (Å)
O 1.570 -7.801 -1.762  -0.63
C 1.298 -6.560 -1.895  -0.03
C 1.786 -5.519 -0.797  -0.47
Ga 3.234 -4.182 -1.415  0.22
I 2.970 -3.309 -3.868  -0.47
C 3.136 -2.560 -0.134  -0.78
C 2.781 -1.154 -0.880  -0.62
C 1.201 -0.908 -1.058  0.34
C 0.736 -0.564 -2.555  -0.48
C -0.704 0.188 -2.476  -0.58
C -1.825 -0.669 -1.705  -0.07
C -2.982 -1.149 -2.737  0.03
S -4.667 -0.908 -1.951  -0.21
C -5.482 -2.542 -1.739  0.38
N -6.200 -3.292 -2.747  -0.21
N -6.680 -4.478 -2.305  -0.32
C -6.262 -4.495 -0.912  0.00
O -5.556 -3.324 -0.543  -0.20
C 0.427 -6.085 -3.144  0.55
C -0.958 -5.427 -2.877  -0.24
C -1.764 -4.933 -4.110  -0.39
C -1.172 -5.105 -5.554  -0.57
C 0.212 -5.814 -5.770  -0.36
C 1.036 -6.315 -4.558  -0.43
H 0.852 -5.016 -0.329  0.31
H 2.259 -6.139 0.058  0.30
H 4.684 -4.865 -1.247  -0.28
H 4.159 -2.439 0.358  0.40
H 2.278 -2.751 0.597  0.20
H 3.153 -0.331 -0.150  0.14
H 3.392 -0.999 -1.840  0.32
H 0.667 -1.850 -0.696  -0.04
H 0.874 -0.013 -0.402  -0.04
H 1.432 0.137 -3.126  0.31
H 0.575 -1.537 -3.157  0.05
H -1.054 0.581 -3.501  0.41
H -0.520 1.136 -1.836  0.01
H -2.309 -0.041 -0.873  0.10
H -1.432 -1.618 -1.203  0.17
H -2.902 -0.505 -3.684  0.44
H -2.848 -2.244 -3.037  -0.28
H -6.528 -5.391 -0.269  0.35
H -1.416 -5.287 -1.836  0.30
H -2.780 -4.432 -4.010  0.47
H -1.716 -4.727 -6.489  0.31
H 0.654 -5.961 -6.808  0.29
H 2.053 -6.823 -4.625  0.33
O -0.066 1.483 5.553  -0.75
P -0.825 0.643 4.519  1.01
O -0.775 -0.793 5.351  -0.30
C -1.430 -0.903 6.603  -0.35
C -2.916 -1.144 6.430  -0.94
O 0.462 0.372 3.511  -0.34
C 1.580 1.253 3.516  -0.22
C 2.647 0.772 4.488  -1.27
O -1.743 -0.173 3.321  -0.28
C -3.124 0.117 3.158  -0.15
C -3.514 1.547 3.473  -1.20
H -1.251 -0.015 7.216  0.28
H -0.986 -1.755 7.123  0.35
H -3.409 -0.245 6.046  0.20
H -3.382 -1.396 7.387  0.43
H -3.100 -1.953 5.720  0.22
H 1.265 2.275 3.737  0.27
H 1.994 1.266 2.503  0.42
H 2.230 0.470 5.449  0.31
H 3.394 1.553 4.655  0.36
H 3.155 -0.108 4.080  0.30
H -3.708 -0.584 3.758  0.21
H -3.371 -0.093 2.112  0.34
H -3.256 1.818 4.504  0.38
H -4.590 1.683 3.348  0.40
H -2.994 2.245 2.810  0.30
O 1.854 6.692 -1.774  -0.77
P 1.629 5.443 -0.916  0.90
O 3.188 5.290 -0.368  -0.30
C 3.751 6.309 0.442  -0.35
C 3.312 6.171 1.885  -0.90
O 1.709 4.344 -2.155  -0.24
C 1.447 4.750 -3.494  -0.33
C 2.730 5.164 -4.198  -1.07
O 1.238 4.088 0.062  -0.23
C 0.447 4.256 1.229  0.20
C -0.578 5.370 1.145  -1.48
H 3.499 7.300 0.053  0.28
H 4.837 6.200 0.383  0.35
H 2.252 6.422 1.990  0.19
H 3.880 6.849 2.529  0.44
H 3.449 5.147 2.239  0.17
H 0.701 5.548 -3.518  0.34
H 1.007 3.896 -4.017  0.36
H 3.355 5.811 -3.581  0.27
H 2.505 5.679 -5.136  0.36
H 3.333 4.279 -4.428  0.29
H 1.106 4.402 2.088  0.08
H -0.076 3.309 1.399  0.21
H -0.106 6.338 0.942  0.44
H -1.127 5.453 2.085  0.41
H -1.292 5.177 0.339  0.38

As for the HOMO energy: -0.185 Ha. The largest force on an atom comes out at 9.3 eV/Å. For the total energy, the calculation gives -144269.999 eV. Its charge is -1. For the HOMO-LUMO gap, the calculation gives 5.0 eV.

No. 4
A 9-piece molecular cluster, C29H53NO8 overall at a distorted geometry, computed with ωB97M-V with the def2-TZVPD basis set.

Each line ends with the Mulliken charge.
Element x y z (Å)
N 5.058 2.205 4.458  -0.54
C 3.811 2.209 3.945  -0.37
C 3.371 1.504 2.862  -0.21
C 4.296 0.785 2.135  -0.13
C 5.631 0.741 2.616  -0.37
C 6.019 1.470 3.779  -0.31
H 3.075 2.685 4.574  0.37
H 2.352 1.574 2.513  0.34
H 3.990 0.371 1.186  0.49
H 6.374 0.146 2.106  0.38
H 7.016 1.375 4.185  0.35
C -2.661 -0.902 3.833  -0.69
C -3.016 -2.051 4.756  0.65
O -2.827 -1.899 5.972  -0.58
C -3.525 -3.366 4.180  -0.98
H -1.740 -1.085 3.280  0.21
H -2.497 0.009 4.409  0.41
H -3.421 -0.653 3.092  0.12
H -4.612 -3.303 4.128  0.23
H -3.374 -4.153 4.920  0.38
H -3.159 -3.455 3.157  0.29
C -5.778 -3.012 1.155  -1.01
C -4.841 -2.097 0.396  0.77
O -4.601 -0.977 0.732  -0.36
C -4.242 -2.611 -0.872  -0.88
H -6.640 -2.523 1.607  0.35
H -5.191 -3.474 1.949  -0.02
H -6.237 -3.833 0.603  0.36
H -3.434 -3.270 -0.553  0.24
H -3.844 -1.738 -1.388  0.12
H -4.931 -3.113 -1.551  0.52
C 0.661 6.538 -0.007  -1.16
C 0.866 5.139 0.563  0.69
O 0.852 4.901 1.759  -0.56
C 1.071 4.070 -0.459  -0.48
H -0.397 6.549 -0.267  0.28
H 1.143 6.784 -0.953  0.35
H 0.939 7.319 0.701  0.33
H 2.052 4.103 -0.933  0.49
H 0.266 4.076 -1.193  0.19
H 1.035 3.101 0.038  -0.13
C 1.688 0.640 -4.624  -0.80
C 0.213 0.945 -4.578  0.83
O -0.580 0.250 -5.277  -0.65
C -0.362 2.092 -3.762  -0.52
H 1.842 -0.421 -4.428  -0.03
H 2.078 1.321 -3.867  0.22
H 2.037 0.929 -5.614  0.51
H 0.160 3.023 -3.982  0.46
H -0.222 1.783 -2.727  -0.35
H -1.405 2.221 -4.053  0.31
C -2.740 4.304 1.584  -0.98
C -3.019 3.109 0.689  0.91
O -2.397 2.917 -0.381  -0.49
C -4.133 2.148 1.149  -1.04
H -3.685 4.776 1.852  0.42
H -2.158 5.028 1.014  0.05
H -2.210 3.977 2.479  0.32
H -3.896 1.724 2.125  0.15
H -4.332 1.385 0.397  0.21
H -5.081 2.685 1.185  0.49
C -0.056 0.359 0.491  -0.63
C -0.250 -0.220 -0.898  0.47
O 0.702 -0.279 -1.703  -0.39
C -1.628 -0.567 -1.297  -1.05
H 0.991 0.559 0.717  -0.14
H -0.289 -0.459 1.173  0.43
H -0.665 1.253 0.624  -0.01
H -2.039 -1.174 -0.491  0.30
H -1.550 -1.218 -2.169  0.52
H -2.271 0.285 -1.514  0.38
C 0.208 -3.940 -2.632  -0.32
C 1.310 -4.831 -2.133  0.76
O 2.377 -4.921 -2.737  -0.58
C 1.128 -5.529 -0.797  -1.20
H 0.282 -4.094 -3.709  0.32
H 0.457 -2.900 -2.424  -0.23
H -0.792 -4.117 -2.234  0.28
H 2.061 -6.011 -0.506  0.33
H 0.377 -6.297 -0.983  0.37
H 0.830 -4.850 0.001  0.28
C 5.928 -1.641 -2.958  -1.27
C 4.976 -1.084 -1.969  0.75
O 5.347 -0.461 -0.971  -0.55
C 3.593 -1.702 -1.925  -0.43
H 5.555 -1.495 -3.972  0.36
H 6.081 -2.717 -2.874  0.30
H 6.890 -1.128 -2.948  0.35
H 3.792 -2.742 -1.666  0.37
H 3.072 -1.748 -2.881  0.10
H 2.872 -1.311 -1.208  -0.03

As for the HOMO energy: -0.340 Ha. The largest force on an atom comes out at 4.5 eV/Å. For the total energy, the calculation gives -48800.564 eV. For the HOMO-LUMO gap, the calculation gives 9.2 eV.